[1]
Formula: C3H9N3OS
Source: the Open Molecules 2025 dataset
Level of theory: ωB97M-V with the def2-TZVPD basis set

SMILES: [H]/N=N/[C@H](NSC)OC
Net charge: 0
E_tot in eV: -20606.5164
ΔE to the lowest compared entry with this formula, charge and spin in kJ/mol: 347.9
Frontier orbital gap in eV: 8.54
F_max in eV Å⁻¹: 3.62

Geometry as XYZ:
```
17
Properties=species:S:1:pos:R:3:forces:R:3:lowdin_charge:R:1
H 3.45637 -0.05841 -1.49263 1.07 0.80 -1.22 0.0485
N 2.89267 -0.28299 -0.71362 -0.27 -2.25 2.13 0.1053
N 1.89665 0.39418 -0.72990 -1.40 0.94 -1.37 -0.0180
C 0.83218 0.18127 0.27707 1.86 -0.12 1.83 -0.4806
N 0.60480 -1.18209 0.78084 -1.00 2.01 -0.42 -0.3678
S -0.08752 -2.38710 -0.12477 -1.05 -1.21 -1.50 0.7801
C -1.85810 -1.96454 0.00672 0.43 1.96 3.01 -0.4029
O -0.28328 0.89398 -0.08529 -1.21 -1.06 -0.14 -0.1552
C -0.09644 1.97932 -1.01573 0.19 -1.14 0.72 -0.0653
H 1.25541 0.62762 1.19960 0.15 0.33 -0.26 0.1541
H 1.45195 -1.53039 1.15094 0.91 -0.21 0.71 0.0377
H -2.00426 -1.57938 1.12575 0.25 -0.88 -2.25 0.0812
H -2.55436 -2.78165 -0.13541 0.24 -0.20 -0.39 0.0183
H -2.02194 -1.07522 -0.61333 -0.35 -0.55 -0.03 0.0102
H 0.91296 2.33253 -0.75721 -0.90 1.45 -0.26 0.0786
H -1.04974 2.55090 -0.97369 1.21 0.13 0.23 0.1072
H 0.03025 1.54323 -1.98833 -0.15 0.02 -0.76 0.0685
```
Positions in Å, forces in eV/Å.


[2]
Formula: C32H56ClF2N2O7P2
Source: the Open Molecules 2025 dataset
Level of theory: ωB97M-V with the def2-TZVPD basis set

Net charge: -1
E_tot in eV: -87943.8900
Frontier orbital gap in eV: 7.46
F_max in eV Å⁻¹: 0.43

Geometry as XYZ:
```
102
Properties=species:S:1:pos:R:3:forces:R:3:lowdin_charge:R:1
C -5.95095 0.59259 -1.51885 0.08 0.23 0.00 -0.0694
C -4.83391 0.62700 -0.49529 -0.03 0.07 -0.32 -0.2744
O -3.97996 -0.51415 -0.61665 0.08 0.03 0.42 -0.2347
P -4.32712 -1.96051 -0.03149 -0.14 -0.07 -0.25 0.4747
O -5.06181 -2.82493 -0.96392 -0.11 0.08 0.10 -0.2640
C -2.72457 -2.59162 0.45149 0.05 -0.18 -0.12 -0.2167
C -1.70760 -2.60816 -0.71883 0.07 -0.05 0.24 -0.1860
C -0.42312 -1.87697 -0.29704 -0.09 0.00 0.09 -0.0856
C 0.36839 -1.18363 -1.39391 -0.20 -0.21 -0.09 -0.5683
F 0.31128 -2.06196 -2.50893 -0.01 -0.13 -0.04 -0.0065
O 1.64004 -0.98815 -1.03479 0.18 0.03 0.20 -0.1653
P 2.48031 0.36889 -1.90355 0.30 0.27 0.09 0.6494
C 3.21548 1.85701 -2.80814 -0.21 -0.16 0.09 -0.2519
C 2.97302 1.96248 -4.31831 0.17 0.28 -0.11 -0.2088
C 1.78352 2.80655 -4.75484 -0.11 -0.23 -0.07 -0.2468
O 1.71291 4.03568 -4.04491 0.07 0.00 0.05 -0.2004
C 0.49931 4.69804 -4.27826 0.06 0.01 -0.11 -0.1343
O 2.84996 -0.71640 -3.18533 0.13 -0.07 -0.04 -0.3066
C 4.14296 -1.25237 -3.25838 -0.28 -0.05 -0.03 -0.2488
C 4.27664 -2.62278 -2.53827 0.12 -0.11 -0.17 -0.3182
C 4.44027 -3.72063 -3.59565 0.10 0.10 -0.05 -0.0816
C 5.41508 -2.74157 -1.50321 0.08 -0.08 0.09 -0.3947
C 5.08163 -2.15862 -0.12162 -0.14 0.13 -0.22 -0.0809
C 6.75765 -2.19910 -2.02729 -0.03 0.03 0.20 -0.0785
O 0.91644 0.65528 -2.67677 0.17 0.17 0.07 -0.2564
C -0.11366 0.19781 -1.93190 -0.15 0.06 -0.23 -0.6943
Cl -1.55951 0.04486 -3.06566 0.03 0.00 0.00 0.7060
C -0.63423 1.20681 -0.86377 -0.10 -0.20 0.16 -0.3044
F -0.02669 0.97533 0.38263 0.09 -0.04 -0.04 -0.0393
C -0.41063 2.65952 -1.27781 -0.20 0.20 0.17 -0.1885
C 0.23649 3.51837 -0.19450 0.00 0.06 0.04 -0.0959
O -5.16502 -1.68888 1.31528 0.25 0.02 0.08 -0.2104
C -4.48360 -1.56514 2.58267 -0.08 0.09 0.16 -0.2551
C -3.61972 -0.31322 2.71778 -0.42 -0.09 -0.02 -0.0768
H -5.52624 0.53675 -2.52156 -0.04 -0.12 0.01 0.0823
H -6.51837 1.52511 -1.45043 -0.07 -0.07 0.02 0.0742
H -6.62059 -0.25184 -1.35708 0.04 -0.01 -0.02 0.0758
H -5.22576 0.70803 0.51832 0.00 -0.12 0.08 0.1032
H -4.19004 1.49043 -0.67375 0.04 -0.05 0.00 0.1137
H -2.92710 -3.59823 0.83280 0.06 0.02 -0.03 0.1026
H -2.31347 -2.00865 1.27519 -0.09 0.01 -0.01 0.0529
H -1.47510 -3.64742 -0.94778 -0.01 0.06 -0.19 0.1115
H -2.12761 -2.17240 -1.62366 0.00 0.04 0.05 0.0699
H 0.27227 -2.58612 0.16213 0.00 0.04 -0.01 0.1276
H -0.66017 -1.14421 0.47097 0.10 0.11 0.00 0.1002
H 3.66511 0.01298 -1.19824 0.11 -0.14 -0.08 0.0248
H 2.09864 1.19824 -0.79618 -0.08 -0.03 -0.12 0.0311
H 4.29383 1.84393 -2.61735 -0.02 -0.07 -0.02 0.0683
H 2.83053 2.74670 -2.30403 0.03 0.02 -0.07 0.0653
H 2.81557 0.96618 -4.73731 0.03 0.00 0.02 0.1026
H 3.86670 2.36978 -4.80653 -0.01 0.03 0.05 0.1003
H 1.87841 3.03169 -5.82990 -0.05 -0.03 0.03 0.1163
H 0.85233 2.24399 -4.62063 0.00 0.04 0.15 0.1109
H -0.34877 4.14626 -3.85463 0.00 0.00 0.00 0.0775
H 0.31502 4.82460 -5.35556 0.00 0.05 0.04 0.0826
H 0.56507 5.68145 -3.81089 -0.05 -0.03 0.00 0.0835
H 4.32851 -1.41584 -4.32918 0.11 0.07 0.05 0.1163
H 4.90869 -0.53767 -2.91955 -0.10 -0.02 0.15 0.1026
H 3.32128 -2.80552 -2.03978 0.05 0.16 0.10 0.1299
H 5.29515 -3.50850 -4.24798 -0.01 -0.04 0.03 0.0677
H 3.55328 -3.76596 -4.23020 0.01 -0.05 0.02 0.0826
H 4.61638 -4.69773 -3.13701 -0.15 -0.02 -0.04 0.0695
H 5.55592 -3.81791 -1.33975 -0.09 0.01 -0.10 0.1150
H 5.61551 -2.69901 0.66529 0.01 0.08 0.01 0.0669
H 4.00705 -2.20544 0.06692 0.03 -0.13 0.08 0.0679
H 5.34652 -1.10217 -0.06329 0.04 0.02 0.03 0.0594
H 7.59604 -2.77765 -1.63046 0.01 0.01 -0.06 0.0691
H 6.81039 -2.21177 -3.11774 0.06 -0.08 0.03 0.0690
H 6.90846 -1.16837 -1.69743 -0.05 0.03 -0.12 0.0689
H -1.69274 1.00170 -0.69512 0.03 -0.05 0.02 0.1035
H 0.20841 2.68396 -2.17256 -0.05 0.02 -0.02 0.0836
H -1.38880 3.09384 -1.50319 0.06 -0.04 -0.22 0.1083
H 0.30145 4.55033 -0.54694 0.05 -0.01 -0.01 0.0674
H -0.34870 3.51784 0.72809 0.03 -0.03 -0.02 0.0687
H 1.24084 3.16695 0.04149 -0.04 0.01 -0.02 0.0613
H -3.91057 -2.47642 2.76234 0.04 0.00 -0.08 0.0923
H -5.27414 -1.54667 3.33336 -0.05 -0.03 -0.08 0.1147
H -3.20666 -0.00877 1.75725 0.12 -0.03 0.00 0.0647
H -2.79125 -0.51218 3.39756 -0.01 0.11 0.01 0.0461
H -4.22555 0.50139 3.11461 0.18 0.04 -0.05 0.0496
N -0.59345 -1.33383 3.98091 0.02 -0.03 0.07 0.0595
C -0.49369 -2.61307 3.62831 -0.01 0.02 -0.02 -0.1526
C 0.68887 -3.33432 3.68456 0.00 0.00 -0.01 -0.0668
C 1.83181 -2.69091 4.12927 0.01 0.01 0.00 -0.0753
C 1.74399 -1.35800 4.49635 0.01 -0.01 -0.02 -0.0680
C 0.51321 -0.72695 4.40190 0.00 0.02 -0.05 -0.1459
H -1.40558 -3.08069 3.27047 0.01 -0.02 0.02 0.0953
H 0.71097 -4.37023 3.37523 0.00 0.00 -0.01 0.1023
H 2.77702 -3.21579 4.17783 0.01 0.00 -0.01 0.1047
H 2.61294 -0.81074 4.83496 0.00 0.01 -0.01 0.1003
H 0.41166 0.32149 4.66148 0.01 0.00 0.01 0.1023
N -4.35645 1.90067 5.17291 -0.11 0.06 0.06 0.0575
C -3.23886 1.93053 5.89327 0.02 -0.06 -0.05 -0.1407
C -2.97428 2.89673 6.85338 -0.01 0.01 0.01 -0.0723
C -3.92106 3.88350 7.07507 0.00 0.00 0.00 -0.0862
C -5.08953 3.86380 6.32994 0.01 0.01 0.01 -0.0783
C -5.25797 2.85370 5.39430 0.04 0.01 0.03 -0.1498
H -2.52284 1.14126 5.68595 0.01 0.01 0.01 0.1018
H -2.04722 2.87253 7.40976 0.01 0.00 -0.01 0.0997
H -3.75084 4.65588 7.81428 0.00 0.00 0.00 0.1020
H -5.85545 4.61520 6.46634 0.00 0.00 0.00 0.0978
H -6.15827 2.80606 4.79094 0.00 0.01 0.01 0.1041
```
Positions in Å, forces in eV/Å.


[3]
Formula: C43H61FeO3P3SSi
Source: the Open Molecules 2025 dataset
Level of theory: ωB97M-V with the def2-TZVPD basis set

Net charge: +1
E_tot in eV: -132686.4548
Spin multiplicity: 6
Frontier orbital gap (alpha / beta) in eV: 7.12 / 7.47
F_max in eV Å⁻¹: 2.04

Geometry as XYZ:
```
113
Properties=species:S:1:pos:R:3:forces:R:3:mulliken_spin:R:1
Fe 0.08894 0.67154 -0.16468 1.33 -0.80 -0.04 3.7893
C 1.44375 0.34285 4.12007 0.10 0.02 -0.16 0.0087
C 1.19081 1.76093 3.61648 0.39 -0.30 -0.45 0.0400
C 0.69890 2.62746 4.76959 -0.15 0.07 -0.26 0.0028
P 0.06143 1.65423 2.11386 -0.75 1.44 1.23 0.1060
C -0.23921 3.45702 1.65923 0.05 -0.34 -0.10 0.0222
C 0.77013 3.76975 0.55082 0.00 -0.08 0.16 -0.0008
C -1.65604 3.65853 1.14001 0.04 -0.02 0.10 -0.0221
C -1.43967 0.99275 2.92555 0.17 -0.17 -0.33 -0.0280
C -2.19240 1.70719 3.85488 -0.01 0.04 -0.08 -0.0013
C -3.24797 1.09861 4.51295 0.00 0.07 0.00 0.0021
C -3.55886 -0.22533 4.24800 0.02 -0.12 -0.02 0.0058
C -2.83204 -0.92813 3.30219 0.00 -0.03 0.12 0.0162
C -1.76970 -0.33719 2.62995 0.45 -0.17 -0.56 0.1342
Si -0.83237 -1.31881 1.26119 -0.29 -0.01 0.30 -0.1181
C 0.41880 -2.43686 2.15666 -0.40 0.44 -0.71 0.1110
C 0.06285 -3.27285 3.20512 0.02 -0.11 0.04 -0.0040
C 1.03074 -3.96606 3.91218 -0.10 -0.05 0.05 0.0040
C 2.36666 -3.81799 3.57958 0.09 0.04 0.01 -0.0002
C 2.73280 -2.98386 2.53722 0.07 -0.05 0.03 -0.0084
C 1.76713 -2.30027 1.81121 0.13 0.31 -0.18 -0.0385
P 2.14976 -1.20575 0.38844 0.51 -0.50 -0.17 -0.0565
C 2.22014 -2.42646 -1.03045 -0.17 0.23 0.15 0.0277
C 0.82078 -2.63102 -1.59730 0.15 0.20 0.02 0.0298
C 2.80353 -3.78578 -0.65475 0.07 0.17 -0.06 0.0024
C 3.90352 -0.52784 0.48283 -0.44 0.16 0.08 0.1538
C 4.03355 0.32665 1.73802 -0.09 -0.09 -0.17 0.0323
C 5.10745 -1.44446 0.28493 -0.25 0.04 -0.08 0.0105
C -2.11084 -2.16196 0.13744 0.32 0.09 0.22 0.1440
C -2.32834 -3.53796 0.17851 0.00 0.16 0.17 0.0369
C -3.20366 -4.14716 -0.70005 -0.10 -0.07 -0.03 -0.0036
C -3.86402 -3.38798 -1.65419 0.05 -0.03 0.03 0.0145
C -3.63028 -2.02551 -1.73790 -0.13 0.03 -0.02 -0.0117
C -2.76505 -1.40173 -0.84634 0.38 0.13 0.47 -0.0404
P -2.39059 0.38999 -0.91692 -1.08 -0.14 -1.22 0.2356
C -2.30334 0.76646 -2.74774 0.16 -0.15 0.26 -0.0290
C -1.37928 -0.21748 -3.45380 -0.09 -0.03 0.14 0.0177
C -1.81137 2.20403 -2.89350 -0.17 -0.13 0.05 0.0324
C -4.04858 1.18129 -0.45689 0.39 0.25 0.40 0.0331
C -5.25411 0.84641 -1.32627 0.28 0.00 -0.17 0.0046
C -4.37756 0.84253 0.99002 0.10 0.15 -0.03 0.0183
H 2.20998 0.35183 4.89123 0.10 0.01 0.09 0.0001
H 1.77150 -0.31296 3.31719 0.04 -0.07 0.09 0.0202
H 0.53713 -0.07618 4.55415 -0.08 -0.04 0.02 0.0010
H 2.12470 2.19224 3.23620 -0.06 -0.08 -0.01 0.0065
H -0.14588 2.16324 5.27004 -0.06 0.00 0.06 0.0006
H 0.42253 3.63149 4.45892 -0.03 0.11 0.06 0.0004
H 1.49910 2.71737 5.50064 0.13 -0.01 0.03 -0.0004
H -0.05111 4.11784 2.50985 -0.03 -0.19 0.00 0.0020
H 0.54666 3.18221 -0.35061 0.08 0.17 -0.02 0.0403
H 1.78745 3.52803 0.85692 0.14 -0.01 -0.07 -0.0074
H 0.73856 4.82469 0.28417 -0.02 0.05 -0.07 -0.0025
H -1.87349 2.90872 0.37236 -0.11 0.10 -0.02 0.0543
H -1.75124 4.64679 0.69246 -0.01 0.05 -0.09 0.0013
H -2.39737 3.57182 1.93044 -0.10 -0.06 -0.04 0.0004
H -1.97287 2.74520 4.05485 0.04 0.08 0.05 0.0010
H -3.82980 1.65687 5.23140 -0.03 0.06 0.04 -0.0002
H -4.37416 -0.70604 4.76659 -0.10 -0.02 0.05 0.0001
H -3.09837 -1.94748 3.06635 -0.15 -0.18 0.01 0.0049
H -0.97663 -3.37492 3.47536 -0.17 -0.05 0.13 -0.0027
H 0.74317 -4.61386 4.72542 -0.02 -0.08 0.10 0.0001
H 3.12635 -4.35059 4.13249 0.05 -0.04 0.05 0.0003
H 3.77321 -2.86842 2.28696 0.16 -0.03 0.00 -0.0009
H 2.84218 -1.92317 -1.78023 -0.02 -0.07 0.09 -0.0025
H 0.20224 -3.19037 -0.89540 -0.07 0.01 0.02 -0.0001
H 0.87499 -3.20164 -2.52174 -0.05 -0.03 -0.13 -0.0004
H 0.34785 -1.67062 -1.81083 -0.12 -0.09 -0.12 0.0376
H 2.13674 -4.31302 0.02573 -0.02 -0.04 0.07 0.0003
H 3.78311 -3.71523 -0.19407 0.10 -0.04 0.07 0.0001
H 2.89878 -4.38705 -1.55671 0.03 -0.08 -0.10 0.0009
H 3.88755 0.13471 -0.39341 -0.06 -0.15 0.34 0.0039
H 4.08656 -0.29015 2.63362 -0.03 0.01 0.16 0.0018
H 3.17210 0.99055 1.81011 0.02 0.11 0.14 0.0120
H 4.93366 0.93663 1.69188 0.09 0.05 0.00 0.0006
H 5.22680 -2.17940 1.07676 0.03 -0.10 0.02 0.0011
H 6.00199 -0.82197 0.28296 0.07 0.04 0.00 -0.0004
H 5.06313 -1.94130 -0.67980 0.04 -0.13 -0.04 0.0026
H -1.79753 -4.12724 0.91129 0.05 -0.18 0.08 0.0059
H -3.37021 -5.21268 -0.64331 -0.02 -0.08 -0.02 -0.0003
H -4.55080 -3.86028 -2.33955 -0.04 -0.03 -0.10 0.0001
H -4.12114 -1.45687 -2.51290 -0.03 0.06 -0.09 0.0003
H -3.30503 0.67401 -3.17766 0.04 0.03 0.20 -0.0053
H -0.33630 -0.04637 -3.18473 -0.04 -0.06 -0.08 0.0089
H -1.46273 -0.09821 -4.53229 0.08 0.07 -0.10 0.0000
H -1.65152 -1.24440 -3.21159 0.11 -0.03 -0.11 0.0081
H -0.80060 2.29395 -2.48681 0.07 0.11 -0.07 -0.0013
H -2.46580 2.90281 -2.37627 -0.02 0.17 0.07 0.0035
H -1.78918 2.49213 -3.94136 0.09 0.04 -0.13 0.0008
H -3.86730 2.26048 -0.52916 0.06 -0.06 0.00 0.0052
H -5.49837 -0.21039 -1.27066 -0.06 -0.10 -0.02 0.0012
H -5.12540 1.13751 -2.36440 -0.03 -0.03 -0.13 -0.0004
H -6.10746 1.40113 -0.93936 -0.05 0.04 0.04 0.0001
H -4.52976 -0.22820 1.10590 -0.03 -0.12 0.03 -0.0008
H -5.29018 1.34895 1.29498 -0.13 0.05 0.01 -0.0001
H -3.57916 1.15228 1.65337 0.00 0.03 0.15 -0.0014
C 2.99051 6.74498 -4.18901 0.09 0.07 -0.10 0.0001
C 2.86046 5.30318 -3.81568 -0.05 -0.08 0.00 0.0010
C 3.67339 4.74285 -2.83343 -0.11 -0.12 0.03 -0.0008
C 3.55356 3.40409 -2.50038 0.18 0.13 0.01 0.0010
C 2.62882 2.63032 -3.16782 -0.02 -0.60 0.05 0.0036
C 1.82116 3.15381 -4.15464 -0.07 0.07 -0.21 0.0020
C 1.94256 4.49330 -4.48000 0.06 -0.04 0.16 -0.0006
S 2.44766 0.92840 -2.72503 -0.67 -0.18 0.25 -0.0004
O 1.72090 0.23255 -3.75229 0.15 0.17 -0.21 0.0084
O 3.73032 0.38623 -2.35903 0.04 0.29 -0.15 0.0006
O 1.55465 1.03482 -1.48389 -0.46 0.07 0.27 0.1105
H 3.41143 7.32732 -3.37371 0.03 0.08 0.03 0.0000
H 2.02526 7.16528 -4.46272 -0.03 0.06 -0.01 0.0000
H 3.65092 6.84239 -5.05167 0.03 0.09 -0.02 0.0001
H 4.41019 5.35457 -2.33386 0.04 0.09 0.06 0.0000
H 4.17986 2.93847 -1.75536 0.14 0.06 0.11 0.0001
H 1.13628 2.49847 -4.66893 -0.12 -0.02 -0.11 0.0001
H 1.33077 4.91676 -5.26283 -0.09 0.04 -0.07 0.0000
```
Positions in Å, forces in eV/Å.